No. 1
DFT (ωB97M-V/def2-TZVPD) results for a molecular structure, C20H22N7O2Pd.

Structure (XYZ):
```
52
Properties=species:S:1:pos:R:3:mulliken_spin:R:1
Pd -0.514 0.117 -0.023 1.352
C 2.237 -0.220 1.399 -0.001
N 1.812 0.250 0.074 0.102
C 2.263 1.576 -0.342 0.000
C 1.153 2.589 -0.261 0.016
N -0.123 2.294 -0.357 0.014
C -0.803 3.504 -0.288 0.000
C -2.165 3.783 -0.350 0.000
C -2.552 5.104 -0.263 0.000
C -1.611 6.135 -0.120 0.000
C -0.257 5.875 -0.066 0.000
C 0.122 4.542 -0.154 -0.001
N 1.361 3.919 -0.138 0.003
C 1.139 -0.087 2.410 -0.002
N -0.117 0.075 2.084 0.127
C -0.853 0.046 3.260 -0.010
C -2.223 0.157 3.478 0.003
C -2.656 0.087 4.786 -0.001
C -1.759 -0.086 5.851 0.000
C -0.398 -0.198 5.644 -0.001
C 0.034 -0.131 4.326 0.005
N 1.294 -0.207 3.747 0.003
H 3.138 0.299 1.740 0.002
H 2.467 -1.283 1.308 0.000
H 2.025 -0.479 -0.599 -0.003
H 2.600 1.528 -1.380 0.000
H 3.115 1.917 0.254 -0.001
H -2.894 2.995 -0.481 0.000
H -3.602 5.356 -0.311 0.000
H -1.958 7.157 -0.058 0.000
H 0.467 6.672 0.037 0.000
H 2.257 4.371 -0.066 0.000
H -2.912 0.283 2.653 0.002
H -3.713 0.166 5.002 0.000
H -2.145 -0.135 6.860 0.000
H 0.289 -0.335 6.468 0.001
H 2.164 -0.356 4.228 -0.002
C -3.912 -2.669 0.294 0.007
C -2.628 -1.956 0.021 0.015
N -2.573 -0.669 -0.035 0.058
O -3.787 -0.048 0.253 0.011
C -1.386 -2.699 -0.182 -0.022
C -1.335 -4.182 -0.366 0.015
N -0.303 -1.976 -0.190 0.207
O 0.865 -2.442 -0.341 0.103
H -4.439 -2.195 1.120 0.000
H -3.737 -3.715 0.525 0.001
H -4.562 -2.604 -0.581 0.000
H -3.672 0.856 -0.057 0.001
H -2.184 -4.542 -0.946 0.000
H -1.326 -4.709 0.590 -0.003
H -0.414 -4.434 -0.888 0.000
```

Net charge   +1
HOMO-LUMO gap (spin up / spin down)   8.284 / 6.744 eV
LUMO (spin up / spin down)   -2.2 / -3.9 eV
HOMO level (spin up / spin down)   -0.384 / -0.390 Ha
Spin multiplicity   3
Relative energy (zero: lowest compared OMol25 entry of this formula, charge and spin)   0.000 eV

***

No. 2
DFT (ωB97M-V/def2-TZVPD) results for C14H16N2O2 in the gas phase in a non-equilibrium geometry.

Structure (XYZ):
```
34
Properties=species:S:1:pos:R:3:nbo_charge:R:1
C 1.155 3.861 -1.506 -0.640
C 1.466 2.407 -1.240 0.141
C 0.920 1.748 -0.172 -0.191
C 1.557 0.402 -0.066 -0.353
C 0.757 -0.857 0.063 -0.132
C -0.501 -0.826 0.746 -0.025
C -1.585 -0.670 1.215 -0.025
C -2.901 -0.285 1.739 0.167
C -2.757 1.216 1.997 -0.612
C -3.260 -1.038 2.975 -0.604
O -3.888 -0.494 0.739 -0.703
C 1.099 -2.005 -0.605 0.064
N 2.191 -2.113 -1.437 -0.429
C 2.519 -3.427 -1.984 -0.406
C 2.771 -0.910 -1.915 0.617
O 3.551 -0.967 -2.867 -0.548
C 2.311 0.390 -1.380 0.191
N 2.268 1.565 -1.997 -0.337
H 0.563 4.334 -0.718 0.225
H 0.621 3.994 -2.483 0.229
H 2.112 4.401 -1.540 0.228
H 0.255 2.165 0.585 0.221
H 2.278 0.377 0.770 0.278
H -3.642 1.674 2.477 0.215
H -1.923 1.451 2.653 0.211
H -2.626 1.829 1.116 0.214
H -2.634 -0.736 3.798 0.217
H -3.105 -2.112 2.793 0.222
H -4.310 -0.866 3.275 0.225
H -3.480 -0.291 -0.127 0.477
H 0.456 -2.830 -0.542 0.213
H 1.795 -3.710 -2.755 0.201
H 3.533 -3.492 -2.366 0.243
H 2.433 -4.185 -1.244 0.206
```

Structure (SMILES)   CC1=C[C@H]2C(C#CC(C)(C)O)=CN(C)C(=O)C2=N1
Net charge   0
HOMO-LUMO gap   7.715 eV
LUMO   -0.5 eV
HOMO level   -0.302 Ha
Relative energy (zero: lowest compared OMol25 entry of this formula, charge and spin)   4.603 eV

***

No. 3
DFT (ωB97M-V/def2-TZVPD) results for a molecular structure, C57H153CuN5O18 in a non-equilibrium geometry.

Structure (XYZ):
```
234
Properties=species:S:1:pos:R:3:mulliken_spin:R:1
Cu 12.060 15.343 12.579 0.804
C 8.394 12.600 11.905 0.007
C 8.665 13.895 12.693 0.000
O 9.966 14.435 12.486 0.080
H 9.068 11.777 12.145 0.000
H 8.560 12.772 10.841 0.000
H 7.360 12.274 12.016 0.001
H 8.471 13.670 13.742 0.002
H 7.895 14.622 12.435 0.000
C 16.051 17.471 13.541 -0.004
C 15.518 16.082 13.217 -0.010
O 14.277 15.937 12.537 0.033
H 15.316 18.178 13.927 0.003
H 16.368 17.947 12.613 0.000
H 16.870 17.316 14.244 0.004
H 15.450 15.555 14.168 -0.001
H 16.340 15.572 12.714 0.003
C 17.353 24.863 10.477 0.000
C 16.838 23.397 10.538 0.000
C 17.944 22.370 10.253 0.000
O 17.488 21.025 10.330 0.000
C 18.348 20.011 9.872 0.000
N 16.148 23.130 11.784 0.000
H 16.664 25.643 10.800 0.000
H 17.661 24.934 9.433 0.000
H 18.260 25.050 11.052 0.000
H 16.091 23.406 9.744 0.000
H 18.720 22.482 11.011 0.000
H 18.358 22.558 9.263 0.000
H 17.771 19.089 9.939 0.000
H 19.103 19.969 10.656 0.000
H 18.854 20.093 8.910 0.000
H 16.258 22.127 11.836 0.000
H 16.737 23.407 12.556 0.000
C 10.897 19.570 11.756 0.002
C 11.493 18.305 12.506 -0.012
C 10.661 17.887 13.752 0.003
O 11.198 16.714 14.263 -0.007
C 10.546 16.239 15.415 0.000
N 11.502 17.204 11.528 0.060
H 9.928 19.431 11.277 0.000
H 11.538 19.826 10.913 -0.001
H 10.770 20.418 12.429 0.002
H 12.523 18.488 12.812 0.002
H 9.644 17.639 13.448 -0.001
H 10.634 18.707 14.470 0.000
H 11.041 16.539 16.339 0.000
H 10.513 15.154 15.518 -0.001
H 9.534 16.640 15.470 -0.001
H 10.567 17.199 11.146 -0.001
H 12.048 17.511 10.735 -0.007
C 13.343 12.460 12.679 -0.013
C 13.153 12.802 14.172 -0.006
C 14.338 12.377 14.993 0.001
O 14.495 10.948 14.907 0.000
C 15.344 10.299 15.805 0.000
N 12.830 14.203 14.402 0.076
H 12.398 12.564 12.146 0.000
H 13.690 11.433 12.558 -0.001
H 14.044 13.151 12.211 0.003
H 12.316 12.172 14.475 0.000
H 14.266 12.604 16.057 -0.001
H 15.240 12.894 14.668 -0.001
H 14.775 10.025 16.694 0.000
H 16.264 10.838 16.031 0.000
H 15.616 9.362 15.320 0.000
H 13.662 14.753 14.244 -0.014
H 12.746 14.178 15.409 -0.006
C 16.010 14.855 19.901 0.000
C 16.273 16.101 20.736 0.000
C 17.487 17.027 20.278 0.000
O 17.727 18.088 21.264 0.000
C 18.635 19.030 20.749 0.000
N 15.084 16.904 20.827 0.000
H 15.646 15.172 18.924 0.000
H 15.300 14.140 20.317 0.000
H 16.939 14.313 19.722 0.000
H 16.578 15.730 21.714 0.000
H 17.292 17.540 19.337 0.000
H 18.397 16.431 20.203 0.000
H 18.375 19.434 19.770 0.000
H 19.651 18.638 20.698 0.000
H 18.743 19.792 21.520 0.000
H 15.162 17.607 21.548 0.000
H 14.284 16.464 21.258 0.000
C 12.444 24.239 12.657 0.000
C 12.251 23.086 11.671 0.000
C 12.596 23.408 10.175 0.000
O 12.247 22.337 9.330 0.000
C 12.657 22.545 7.959 0.000
N 13.157 22.106 12.191 0.000
H 13.362 24.816 12.541 0.000
H 12.412 23.901 13.692 0.000
H 11.706 25.038 12.720 0.000
H 11.218 22.782 11.841 0.000
H 13.663 23.617 10.103 0.000
H 12.170 24.370 9.887 0.000
H 12.396 21.742 7.270 0.000
H 13.744 22.530 8.032 0.000
H 12.237 23.492 7.621 0.000
H 12.945 21.365 11.539 0.000
H 14.074 22.416 11.904 0.000
C 16.397 13.957 9.975 0.001
C 16.037 15.337 9.355 0.000
C 15.954 15.456 7.831 0.000
O 14.784 15.738 9.823 -0.008
H 16.029 13.827 10.993 0.000
H 17.441 13.649 9.913 0.000
H 15.933 13.162 9.391 0.000
H 16.678 16.111 9.777 0.000
H 15.150 14.820 7.461 0.000
H 16.832 15.147 7.265 0.000
H 15.729 16.483 7.541 0.000
H 14.806 15.953 10.758 0.003
C 19.764 15.551 11.882 0.000
C 19.858 17.115 11.598 0.000
C 19.922 17.775 12.959 0.000
O 21.015 17.438 10.841 0.000
H 19.494 15.004 10.979 0.000
H 18.989 15.279 12.598 0.000
H 20.735 15.185 12.217 0.000
H 18.942 17.443 11.108 0.000
H 20.843 17.470 13.457 0.000
H 19.151 17.398 13.630 0.000
H 19.828 18.844 12.764 0.000
H 20.990 16.993 9.990 0.000
C 14.719 19.123 10.701 0.001
C 14.018 19.260 9.357 0.000
C 14.853 19.580 8.082 0.000
O 13.256 18.075 9.135 0.000
H 15.577 18.466 10.561 0.000
H 14.177 18.625 11.505 -0.002
H 15.114 20.098 10.988 0.000
H 13.267 20.032 9.525 0.000
H 15.615 18.847 7.817 0.000
H 15.374 20.537 8.109 0.000
H 14.193 19.783 7.238 0.000
H 13.935 17.401 9.213 0.000
C 16.636 9.883 12.726 0.000
C 17.023 10.397 11.279 0.000
C 18.188 9.631 10.547 0.000
O 15.851 10.264 10.476 0.000
H 15.720 10.411 12.990 0.000
H 17.378 10.124 13.488 0.000
H 16.319 8.841 12.779 0.000
H 17.420 11.408 11.375 0.000
H 18.277 9.863 9.485 0.000
H 18.123 8.548 10.649 0.000
H 19.163 9.944 10.920 0.000
H 15.529 9.381 10.668 0.000
C 13.665 18.081 16.288 0.002
C 14.482 18.081 17.581 0.000
C 14.316 19.425 18.337 0.000
O 13.995 17.020 18.275 0.000
H 13.815 18.970 15.676 0.000
H 12.623 18.058 16.609 0.000
H 14.004 17.174 15.789 -0.001
H 15.534 18.041 17.299 0.000
H 14.744 19.293 19.330 0.000
H 13.272 19.713 18.462 0.000
H 14.836 20.225 17.810 0.000
H 14.377 16.910 19.149 0.000
C 11.699 15.069 8.180 -0.001
C 11.407 14.235 9.395 -0.002
C 11.559 12.714 9.125 0.000
O 12.396 14.525 10.426 0.015
H 11.266 16.052 8.370 0.000
H 11.146 14.751 7.297 0.000
H 12.732 15.298 7.916 0.000
H 10.397 14.374 9.781 0.000
H 11.041 12.414 8.215 0.000
H 11.333 12.070 9.975 0.000
H 12.605 12.537 8.872 0.000
H 13.255 14.730 10.050 -0.005
C 15.827 22.364 15.240 0.000
C 16.941 21.339 15.315 0.000
C 17.614 20.849 14.013 0.001
O 17.912 22.008 16.163 0.000
H 16.215 23.285 14.803 0.000
H 15.484 22.573 16.253 0.000
H 15.025 22.059 14.568 0.000
H 16.675 20.427 15.849 0.000
H 18.037 21.673 13.439 0.000
H 16.870 20.336 13.403 0.000
H 18.302 20.027 14.213 0.000
H 18.345 21.318 16.671 0.000
C 12.432 22.738 17.673 0.000
C 11.726 22.978 16.383 0.000
C 11.603 21.637 15.612 0.000
O 10.378 23.335 16.724 0.000
H 13.456 22.375 17.588 0.000
H 11.849 22.089 18.326 0.000
H 12.714 23.681 18.140 0.000
H 12.257 23.707 15.770 0.000
H 11.038 20.855 16.121 0.000
H 12.572 21.176 15.423 0.000
H 11.116 21.832 14.657 0.000
H 9.915 23.585 15.920 0.000
C 19.315 17.472 16.811 0.000
C 20.344 18.552 17.239 0.000
C 21.207 18.979 16.042 0.000
O 19.538 19.676 17.557 0.000
H 19.748 16.589 16.342 0.000
H 18.638 17.911 16.078 0.000
H 18.759 17.026 17.636 0.000
H 20.999 18.154 18.014 0.000
H 20.646 19.578 15.324 0.000
H 21.530 18.077 15.523 0.000
H 22.079 19.593 16.270 0.000
H 20.190 20.371 17.674 0.000
C 16.932 14.322 16.729 0.002
C 18.038 13.347 16.441 0.000
C 19.374 14.014 16.055 0.000
O 18.287 12.455 17.502 0.000
H 16.021 13.860 17.109 0.000
H 16.715 14.937 15.856 -0.003
H 17.289 14.991 17.513 0.000
H 17.738 12.753 15.578 0.000
H 19.960 14.300 16.928 0.000
H 19.332 14.819 15.321 0.000
H 20.035 13.415 15.429 0.000
H 18.684 12.829 18.292 0.000
C 11.687 14.693 19.589 0.000
C 12.382 13.809 18.522 0.000
C 11.556 12.672 18.002 0.000
O 12.709 14.616 17.375 0.001
H 10.696 15.065 19.327 0.000
H 12.286 15.540 19.923 0.000
H 11.486 14.077 20.465 0.000
H 13.312 13.407 18.924 0.000
H 10.542 13.010 17.786 0.000
H 11.520 11.858 18.726 0.000
H 11.924 12.264 17.060 0.000
H 12.987 15.491 17.657 0.000
```

Net charge   0
HOMO-LUMO gap (spin up / spin down)   7.286 / 6.086 eV
LUMO (spin up / spin down)   0.3 / -0.6 eV
HOMO level (spin up / spin down)   -0.255 / -0.247 Ha
Spin multiplicity   2